ORCA calculation (wB97M-V/def2-TZVPD) on a cluster of 5 separate species, C19H36FN4P in total.

## Properties
Highest occupied orbital energy   -8.56 eV
ΔE to the lowest compared entry with this formula, charge and spin   0.3282 eV
Lowest unoccupied orbital energy   0.5 eV
Orbital gap   9.1 eV

The geometry in ORCA input format:
```
! wB97M-V def2-TZVPD RIJCOSX def2/J DEFGRID3
* xyz 0 1
C 0.491 -1.677 0.008
C -0.131 -2.371 1.214
C -1.608 -2.721 0.999
C -2.394 -1.509 0.757
N -2.963 -0.536 0.570
H 0.004 -0.721 -0.196
H 1.546 -1.472 0.189
H 0.413 -2.299 -0.886
H -0.032 -1.731 2.093
H 0.417 -3.291 1.424
H -2.012 -3.228 1.877
H -1.718 -3.383 0.142
C -3.454 2.479 -4.033
C -3.302 0.983 -3.780
C -2.092 0.647 -2.903
C -0.845 1.088 -3.540
N 0.117 1.431 -4.049
H -2.597 2.881 -4.574
H -4.343 2.677 -4.634
H -3.553 3.027 -3.095
H -3.215 0.462 -4.735
H -4.201 0.606 -3.289
H -2.032 -0.428 -2.734
H -2.178 1.133 -1.930
C -1.347 -8.200 -0.760
C -2.074 -7.197 0.128
C -2.749 -6.074 -0.667
C -1.759 -5.307 -1.432
N -0.974 -4.716 -2.014
H -0.537 -7.726 -1.316
H -0.909 -8.996 -0.158
H -2.030 -8.657 -1.478
H -1.368 -6.765 0.840
H -2.837 -7.716 0.711
H -3.269 -5.390 0.004
H -3.482 -6.483 -1.363
C 5.499 4.255 -0.590
C 5.839 5.153 0.595
C 4.705 5.236 1.623
C 3.489 5.792 1.018
N 2.552 6.227 0.531
H 4.644 4.637 -1.148
H 6.341 4.199 -1.280
H 5.266 3.241 -0.260
H 6.076 6.155 0.234
H 6.732 4.772 1.093
H 4.993 5.872 2.460
H 4.475 4.246 2.018
F 2.023 0.829 2.817
C 1.489 1.970 2.268
C 0.803 2.767 3.356
C -0.553 3.330 2.930
P -1.919 2.077 2.842
H 2.302 2.550 1.857
H 0.825 1.673 1.468
H 1.447 3.563 3.711
H 0.641 2.105 4.192
H -0.490 3.864 1.995
H -0.861 4.038 3.681
H -1.437 1.039 3.672
H -1.860 1.590 1.524
*
```

---

ORCA calculation (wB97M-V/def2-TZVPD) on a structure of composition C19H36O2.

## Properties
Highest occupied orbital energy   -8.38 eV
ΔE to the lowest compared entry with this formula, charge and spin   20.1386 eV
Lowest unoccupied orbital energy   0.9 eV
Orbital gap   9.3 eV

The geometry in ORCA input format:
```
! wB97M-V def2-TZVPD RIJCOSX def2/J DEFGRID3
* xyz 0 1
C 7.036 3.326 0.898
C 5.690 3.761 0.640
C 4.737 2.699 0.355
C 4.875 1.892 -0.989
C 3.749 0.748 -1.487
C 3.616 -0.375 -0.356
C 2.585 -1.461 -0.732
H 1.659 -0.865 -1.094
H 2.906 -1.640 -1.996
C 2.651 -2.593 0.027
C 1.604 -3.378 -0.471
C 0.421 -3.874 -0.039
C -0.035 -3.646 1.237
H 0.757 -3.181 2.111
H -0.722 -4.246 1.644
C -0.939 -2.209 1.273
C -2.007 -2.539 0.246
C -2.930 -1.169 0.140
C -3.956 -1.216 -0.968
C -4.924 -0.017 -1.015
C -5.739 0.348 0.010
C -6.662 1.665 -0.014
O -6.418 2.448 -1.031
O -7.553 1.756 0.947
C -8.348 3.003 0.402
H -8.773 2.834 -0.331
H -7.758 3.573 0.711
H -9.024 2.929 1.427
H -6.421 -0.491 0.555
H -4.987 0.569 0.996
H -4.235 0.873 -1.481
H -5.624 -0.266 -2.079
H -4.674 -2.080 -0.504
H -3.684 -1.781 -1.888
H -3.301 -0.902 1.049
H -2.227 -0.093 -0.267
H -2.642 -3.187 0.387
H -1.663 -2.642 -0.523
H -1.261 -1.794 2.134
H -0.328 -1.271 0.847
H 0.013 -4.793 -0.289
H 1.825 -3.944 -1.194
H 3.514 -3.030 0.134
H 2.269 -2.360 1.059
H 3.284 0.090 0.526
H 4.822 -0.803 -0.361
H 2.836 1.320 -1.282
H 4.034 0.431 -2.317
H 5.806 1.497 -1.049
H 4.738 2.757 -1.691
H 4.704 1.930 1.142
H 3.578 3.034 0.350
H 5.406 4.349 1.453
H 5.539 4.401 -0.083
H 7.180 2.514 1.720
H 7.413 2.990 0.103
H 7.589 4.112 1.009
*
```

---

ORCA calculation (wB97M-V/def2-TZVPD) on a cluster of 5 separate species, C19H37ClO8S in total.

## Properties
Highest occupied orbital energy   -9.16 eV
Lowest unoccupied orbital energy   0.2 eV
Orbital gap   9.4 eV

The geometry in ORCA input format:
```
! wB97M-V def2-TZVPD RIJCOSX def2/J DEFGRID3
* xyz 0 1
O 0.653 2.836 1.300
S 0.541 3.735 0.043
O 1.862 4.597 0.015
C -0.864 4.958 0.315
C -2.261 4.401 -0.417
C -3.434 5.545 -0.338
C -4.820 5.159 -1.147
C -5.540 3.782 -0.590
O -5.085 3.355 0.745
C -1.807 4.071 -1.987
C -0.899 2.701 -1.918
Cl -0.736 2.118 -3.708
O 0.478 2.896 -1.440
H -1.116 5.141 1.451
H -0.629 6.029 -0.155
H -2.549 3.377 0.077
H -2.994 6.515 -0.875
H -3.724 5.784 0.793
H -4.679 5.168 -2.330
H -5.583 6.052 -0.931
H -5.366 2.960 -1.436
H -6.701 4.030 -0.500
H -5.354 2.393 0.931
H -2.725 3.990 -2.714
H -1.140 4.981 -2.331
H -1.481 1.829 -1.373
C 3.020 0.149 -1.273
C 2.834 -0.481 0.081
C 3.070 0.386 1.288
O 2.502 -1.660 0.196
H 2.816 -0.594 -2.051
H 2.322 0.982 -1.394
H 4.050 0.497 -1.383
H 2.374 1.229 1.281
H 4.102 0.744 1.293
H 2.899 -0.202 2.196
C -1.670 -2.898 -2.300
C -0.903 -1.958 -1.409
C -0.131 -2.561 -0.265
O -0.907 -0.744 -1.607
H -2.179 -2.323 -3.081
H -0.983 -3.603 -2.775
H -2.422 -3.434 -1.715
H 0.624 -3.251 -0.650
H -0.814 -3.082 0.410
H 0.373 -1.764 0.292
C 6.130 -1.737 2.005
C 6.897 -0.797 2.896
C 7.669 -1.400 4.039
O 6.893 0.417 2.697
H 5.621 -1.162 1.223
H 6.817 -2.442 1.530
H 5.378 -2.273 2.590
H 8.424 -2.090 3.654
H 6.986 -1.921 4.715
H 8.173 -0.603 4.596
C -1.172 -7.161 -0.232
C -2.515 -6.482 -0.188
C -3.567 -7.083 0.705
O -2.744 -5.474 -0.855
H -0.513 -6.617 -0.917
H -0.721 -7.157 0.763
H -1.285 -8.185 -0.595
H -3.223 -7.076 1.742
H -3.787 -8.105 0.384
H -4.484 -6.489 0.636
*
```

---

ORCA calculation (wB97M-V/def2-TZVPD) on a cluster of 2 separate species, C19H37F9NOPS2 in total.

## Properties
Highest occupied orbital energy (spin up / spin down)   -9.61 / -10.59 eV
Lowest unoccupied orbital energy (spin up / spin down)   -2.9 / -2.9 eV
⟨S²⟩   0.754
Orbital gap (spin up / spin down)   6.7 / 7.7 eV

The geometry in ORCA input format:
```
! wB97M-V def2-TZVPD RIJCOSX def2/J DEFGRID3
* xyz 1 2
C -3.921 4.630 2.040
C -2.920 3.563 1.506
P -2.111 3.821 -0.102
C -1.134 5.362 -0.081
C -1.849 6.665 0.311
S -3.548 4.012 -1.647
C -5.250 4.028 -1.022
C -6.161 4.568 -2.135
C -3.524 2.478 -2.655
C -2.555 1.389 -2.248
C -3.161 0.447 -1.220
F -3.937 1.202 -0.362
F -3.995 -0.432 -1.794
C -2.142 -0.260 -0.281
F -1.159 0.608 0.097
F -2.812 -0.634 0.843
S -1.355 -1.836 -0.999
F 0.073 -1.142 -1.057
F -1.022 -2.319 0.473
F -2.745 -2.562 -0.931
F -1.635 -1.340 -2.477
F -0.716 -3.145 -1.580
H -4.898 4.170 2.136
H -4.036 5.457 1.355
H -3.626 4.975 3.019
H -3.379 2.585 1.538
H -2.078 3.516 2.191
H -0.606 5.448 -1.022
H -0.376 5.149 0.668
H -1.938 6.720 1.388
H -2.845 6.733 -0.107
H -1.275 7.521 -0.023
H -5.307 4.689 -0.171
H -5.550 3.018 -0.780
H -5.914 5.604 -2.332
H -6.004 4.011 -3.051
H -7.191 4.495 -1.819
H -4.528 2.068 -2.642
H -3.333 2.814 -3.664
H -2.385 0.787 -3.136
H -1.582 1.744 -1.941
C 4.232 -5.509 2.100
C 5.216 -4.562 1.387
C 5.353 -3.263 2.179
C 4.087 -2.408 2.130
C 3.664 -2.135 0.685
C 3.596 -3.379 -0.206
N 4.780 -4.266 -0.009
O 5.777 -3.857 -0.720
C 2.290 -4.152 0.053
C 3.528 -2.934 -1.663
C 6.549 -5.299 1.356
H 4.696 -5.903 3.003
H 3.311 -5.031 2.422
H 3.975 -6.355 1.462
H 6.189 -2.681 1.778
H 5.607 -3.500 3.213
H 3.274 -2.890 2.680
H 4.272 -1.459 2.637
H 2.688 -1.643 0.673
H 4.374 -1.425 0.249
H 2.280 -5.096 -0.493
H 1.438 -3.566 -0.287
H 2.104 -4.369 1.102
H 4.350 -2.272 -1.929
H 2.597 -2.390 -1.825
H 3.547 -3.789 -2.338
H 6.468 -6.223 0.782
H 6.842 -5.555 2.373
H 7.345 -4.698 0.924
*
```

---

The records above give, respectively, max |F| values of 1.50, 18.45, 8.69, 2.21 eV Å⁻¹.
The records above give, respectively, E_tot values of -38252.04999, -24362.57202, -60034.97876, -79247.48168 eV.